Record 1
# C21H27BF3N8O2Sc

A structure of composition C21H27BF3N8O2Sc (the ωB97M-V functional and the def2-TZVPD basis, the OMol25 dataset).

The value obtained for the energy above the lowest of the compared OMol25 structures with the same formula, charge and spin is 0.0 kcal/mol. The energy is -2490.3707 hartree. The calculation puts the frontier orbital gap at 7.17 eV.

Each line ends with the natural charge from an NBO analysis.
CARTESIAN COORDINATES (ANGSTROEM)
Sc  -0.11870  0.49835  0.70022  1.7582
C  4.03618  -1.16680  1.06098  -0.3604
C  2.72513  -1.19165  0.58879  0.0072
N  2.08333  -0.07442  0.93644  -0.4036
N  2.96331  0.67818  1.63320  -0.2993
C  4.13660  0.04319  1.72444  0.0178
B  2.53806  2.01050  2.30118  0.5435
N  1.40045  1.71484  3.30327  -0.3054
C  1.38990  1.93341  4.62553  0.0044
C  0.16871  1.52822  5.12811  -0.3549
C  -0.52121  1.05380  4.01144  -0.0049
N  0.22524  1.17087  2.91489  -0.3904
N  1.98695  2.96463  1.23096  -0.3194
C  2.42285  4.17917  0.86926  0.0097
C  1.54067  4.69699  -0.06145  -0.3595
C  0.56784  3.70474  -0.20930  -0.0006
N  0.84522  2.66668  0.57581  -0.3856
H  4.79699  -1.92019  0.94145  0.2319
H  2.21597  -1.95329  0.02465  0.2273
H  4.96494  0.49259  2.25077  0.2235
H  3.47636  2.50347  2.86614  -0.0323
H  2.25007  2.36477  5.11484  0.2229
H  -0.17289  1.56403  6.14908  0.2327
H  -1.51162  0.63242  3.95793  0.2377
H  3.32242  4.59375  1.29814  0.2198
H  1.59158  5.65159  -0.55790  0.2324
H  -0.30553  3.68523  -0.84525  0.2462
C  -3.34104  1.73788  0.18492  -0.6303
C  -2.44191  1.71633  -1.01641  0.1331
C  -2.73998  2.07154  -2.30793  -0.3354
C  -1.55570  1.86720  -3.07794  -0.3160
C  -0.59211  1.40601  -2.21734  0.1042
C  0.82462  1.02904  -2.53913  -0.6372
N  -1.12200  1.31768  -0.94122  -0.7472
H  -4.14819  2.45423  0.03262  0.2207
H  -2.80351  2.03736  1.08675  0.2065
H  -3.78990  0.76135  0.37960  0.2178
H  -3.69334  2.44422  -2.65924  0.2089
H  -1.42134  2.05055  -4.13555  0.2052
H  1.04341  1.30198  -3.57159  0.2246
H  1.01552  -0.04403  -2.43555  0.1940
H  1.54766  1.54526  -1.90173  0.2192
F  -0.50439  -1.48289  2.02740  -0.3994
C  -1.72761  -0.87391  1.53903  0.5167
F  -2.31498  -1.86348  0.82029  -0.3604
F  -2.51484  -0.76039  2.62890  -0.3535
O  -1.65446  -1.28895  -2.05805  -0.6008
C  -0.59679  -1.84055  -1.55102  0.8572
O  0.05502  -1.35564  -0.63288  -0.6874
C  -0.22178  -3.20247  -2.11943  -0.1631
N  -1.08914  -3.52814  -3.25782  -0.6603
C  -1.86969  -4.74981  -2.95413  -0.2192
C  -1.91838  -4.76140  -1.43209  -0.4209
C  -0.51651  -4.28116  -1.05678  -0.4037
H  0.83698  -3.16352  -2.36991  0.2273
H  -0.59114  -3.58206  -4.13172  0.3882
H  -1.88448  -1.86284  -2.82689  0.5198
H  -1.37250  -5.65014  -3.32492  0.1783
H  -2.85616  -4.69384  -3.41013  0.2068
H  -2.14884  -5.74733  -1.03327  0.2273
H  -2.66752  -4.05631  -1.06522  0.2210
H  0.20288  -5.09380  -1.16060  0.2105
H  -0.44668  -3.88305  -0.04463  0.2484

Cartesian forces (eV/Å) of the 2 atoms listed first:
0.499 0.130 -0.018
0.015 -0.004 0.010

***

Record 2
# C13H21CoN13

A structure of composition C13H21CoN13 (the ωB97M-V functional and the def2-TZVPD basis, the OMol25 dataset).

The energy is -2602.3276 hartree. As for the total charge: +1. The calculation puts the frontier orbital gap at 8.15 eV.

Each line ends with the natural charge from an NBO analysis.
CARTESIAN COORDINATES (ANGSTROEM)
Co  -0.01956  -0.17063  -0.16364  1.0236
C  -2.40442  0.18459  1.27551  -0.2366
C  -1.49088  -0.72631  2.12964  -0.2377
N  -0.46569  -1.38433  1.28270  -0.5763
C  -0.86922  -2.71966  0.75832  -0.2403
C  -0.35833  -2.90621  -0.66247  -0.2476
N  -0.44116  -1.62933  -1.41946  -0.5555
C  -1.73814  -1.30900  -2.05488  -0.2412
C  -2.68321  -0.78434  -0.99612  -0.2380
N  -1.95398  0.20646  -0.14829  -0.5795
H  -2.35013  1.19877  1.66278  0.2360
H  -3.44705  -0.13006  1.31986  0.2179
H  -2.07061  -1.47650  2.66773  0.2198
H  -0.96471  -0.11549  2.85804  0.2414
H  0.40674  -1.50182  1.80019  0.4499
H  -1.95355  -2.79174  0.80531  0.2024
H  -0.47315  -3.50728  1.39931  0.2468
H  -0.91589  -3.69574  -1.17030  0.2250
H  0.69158  -3.19381  -0.64306  0.2480
H  0.27009  -1.65385  -2.14788  0.4328
H  -2.16481  -2.17475  -2.56566  0.2276
H  -1.54041  -0.53793  -2.79997  0.2342
H  -3.03860  -1.58620  -0.35462  0.2069
H  -3.56429  -0.32785  -1.44762  0.2375
H  -2.13955  1.12782  -0.53288  0.4165
N  2.24178  -0.28925  -2.51056  -0.6215
C  2.52695  -0.95133  -1.31044  0.4379
N  3.49828  -1.81031  -1.10989  -0.3251
N  3.32149  -2.23331  0.15893  -0.0380
N  2.29969  -1.66553  0.68972  -0.1713
N  1.76894  -0.81564  -0.21911  -0.4137
C  1.62036  0.94075  -2.32924  0.4582
N  2.06412  2.13010  -2.69398  -0.2993
N  1.28182  3.00226  -2.04324  -0.0144
N  0.40757  2.36132  -1.35873  -0.0899
N  0.54353  1.04565  -1.54711  -0.3952
H  3.02258  -0.27556  -3.15410  0.4424
C  1.49317  3.74405  1.85831  -0.1010
C  0.37712  3.78011  1.08212  -0.2817
C  -0.13406  2.57060  0.54403  0.1638
N  0.30979  1.38038  1.02842  -0.5536
C  1.47737  1.37206  1.74037  0.0422
C  2.08889  2.50549  2.17035  -0.2766
H  1.90645  4.65966  2.26041  0.2377
H  -0.11013  4.70776  0.81950  0.2407
H  -1.19170  2.60473  0.31839  0.1794
H  1.87979  0.39650  1.98432  0.2219
H  2.98513  2.44470  2.76898  0.2438

Cartesian forces (eV/Å) of the 2 atoms listed first:
0.139 0.137 -0.116
0.033 -0.022 -0.026

***

Record 3
# C23H22N2O

An isolated molecule of C23H22N2O (the ωB97M-V functional and the def2-TZVPD basis, the OMol25 dataset).

The value obtained for the energy above the lowest of the compared OMol25 structures with the same formula, charge and spin is 82.5 kcal/mol. The energy is -1074.2400 hartree. The calculation puts the frontier orbital gap at 9.02 eV.

Each line ends with the natural charge from an NBO analysis.
CARTESIAN COORDINATES (ANGSTROEM)
O  -0.04165  -3.80549  -2.67232  -0.5896
N  0.52379  -3.13941  -1.62076  -0.1308
C  0.02883  -1.95849  -1.27568  0.2568
C  -1.18486  -1.39684  -1.86621  -0.4948
C  -1.98730  -0.59763  -0.83564  -0.0461
C  -3.05384  0.37821  -1.34084  -0.0347
C  -4.34110  0.28484  -0.83873  -0.1930
C  -5.19374  1.44336  -0.86878  -0.2133
C  -4.78809  2.61000  -1.54050  -0.2219
C  -3.52658  2.70322  -2.17104  -0.2184
C  -2.71746  1.55323  -2.04412  -0.2164
N  -1.12345  0.36378  -0.11385  -0.6584
C  0.28146  0.09007  0.04388  -0.0198
C  0.65524  0.88611  1.40067  0.0017
C  1.43968  2.00238  1.44418  -0.2115
C  1.76187  2.68201  2.64357  -0.2091
C  1.19817  2.17783  3.82368  -0.2107
C  0.22170  1.15170  3.75259  -0.2196
C  0.00398  0.55010  2.57577  -0.2054
C  0.68939  -1.33598  -0.08952  -0.3234
C  2.18818  -1.48966  -0.01100  0.0266
C  3.05884  -1.23355  -1.13528  -0.1651
C  4.42028  -1.25801  -0.98926  -0.2268
C  5.01913  -1.53135  0.19031  -0.2148
C  4.22585  -1.70484  1.28429  -0.2051
C  2.86845  -1.77007  1.24252  -0.2172
H  -0.19389  -4.71238  -2.53542  0.4812
H  -1.80290  -2.23437  -2.18383  0.2417
H  -0.88977  -0.87188  -2.79291  0.2380
H  -2.44692  -1.35965  -0.17050  0.1833
H  -4.51817  -0.65464  -0.28240  0.2151
H  -6.22276  1.35423  -0.37203  0.2251
H  -5.38553  3.51401  -1.56955  0.2167
H  -3.02933  3.62859  -2.55998  0.2292
H  -1.63258  1.70716  -2.40211  0.2112
H  -1.49130  1.31036  -0.21823  0.4070
H  0.83771  0.58523  -0.75863  0.1703
H  1.87573  2.38758  0.60734  0.2008
H  2.34840  3.61986  2.64367  0.2159
H  1.56155  2.71687  4.67006  0.2106
H  -0.21306  0.70537  4.63637  0.2135
H  -0.71980  -0.23981  2.65230  0.2109
H  0.31638  -1.94197  0.76943  0.2356
H  2.84802  -0.94091  -2.10861  0.2049
H  5.05975  -1.00019  -1.79849  0.2053
H  6.13581  -1.55425  0.41412  0.2155
H  4.76903  -1.75337  2.24513  0.2093
H  2.16686  -1.92133  2.12638  0.2199

Cartesian forces (eV/Å) of the 2 atoms listed first:
-1.294 3.062 -1.933
0.301 1.768 2.306

***

Record 4
# C26H59N3O6P

A cluster of 4 separate species, C26H59N3O6P in total (the ωB97M-V functional and the def2-TZVPD basis, the OMol25 dataset).

The energy is -1982.8558 hartree. As for the total charge: -1. The calculation puts the frontier orbital gap at 5.47 eV.

Each line ends with the Mulliken charge.
CARTESIAN COORDINATES (ANGSTROEM)
C  3.12056  2.34706  -6.38869  -1.3340
C  3.42601  0.86795  -6.50499  0.8429
C  3.47734  0.25352  -7.74555  -0.6040
C  3.73857  -1.11286  -7.85587  -0.6015
C  3.95407  -1.85882  -6.70614  -0.6229
C  3.91758  -1.25894  -5.44205  0.6951
C  4.08972  -2.09651  -4.22651  -1.5290
P  2.45417  -3.15715  -3.90363  -0.1068
C  3.65283  0.10988  -5.35355  -0.4319
H  2.94194  2.75234  -7.37843  0.3428
H  3.95490  2.85792  -5.91835  0.3082
H  2.22113  2.48126  -5.79510  0.2901
H  3.31489  0.83458  -8.64496  0.2701
H  3.76232  -1.58736  -8.82325  0.3625
H  4.13805  -2.92085  -6.75725  0.3531
H  4.94025  -2.76106  -4.38472  0.4570
H  4.28662  -1.45773  -3.36566  0.4622
H  3.18682  -3.98268  -2.91749  -0.0234
H  2.85185  -4.10964  -4.97525  0.1037
H  1.71552  -2.35257  -4.89469  -0.0560
H  2.03263  -2.18987  -2.87965  -0.5227
H  1.23187  -3.96345  -3.66906  0.0557
H  3.61946  0.56996  -4.37819  0.3038
C  1.19575  0.17855  -1.11395  -0.6505
O  0.33334  -0.93140  -1.17015  -0.3426
C  0.77065  -2.06369  -0.42771  -0.8265
C  -0.14521  -2.30307  0.75634  -0.3458
N  -0.01244  -1.26307  1.77205  -0.0418
C  -1.03614  -1.27288  2.81224  -0.2578
C  -2.49774  -1.09789  2.40914  -0.7911
O  -2.83375  0.18878  1.92232  -0.4301
C  -2.53425  0.40787  0.55279  -0.1869
H  0.86794  0.88470  -1.87708  0.2089
H  1.16311  0.68694  -0.13927  0.3045
H  2.22676  -0.11305  -1.33368  0.2762
H  1.81373  -1.95815  -0.11913  0.4327
H  0.71291  -2.92510  -1.09687  0.4014
H  0.10395  -3.26828  1.20856  0.3378
H  -1.16814  -2.37243  0.36404  0.2195
H  -0.01563  -0.35972  1.31897  0.0332
H  -0.78928  -0.45994  3.50309  0.2962
H  -0.93902  -2.20630  3.37616  0.1570
H  -3.09868  -1.23314  3.31364  0.4022
H  -2.82689  -1.86810  1.70171  0.3960
H  -2.66590  -0.49684  -0.04467  0.2536
H  -1.51566  0.78322  0.42811  0.1127
H  -3.21603  1.17584  0.18395  0.0286
C  -3.67330  3.36686  -1.84305  -0.9133
O  -4.29839  3.55107  -0.58542  -0.2556
C  -3.98802  4.78343  0.05057  -0.8399
C  -5.17212  5.72805  0.04866  -0.2138
N  -5.47096  6.22376  -1.28885  -0.3064
C  -6.73886  6.93701  -1.41691  -0.7158
C  -8.03636  6.20655  -1.07964  -0.4574
O  -8.39792  5.18690  -1.98958  -0.4266
C  -7.77332  3.93222  -1.78390  -0.5158
H  -3.79272  2.32122  -2.12216  0.2631
H  -4.13300  3.98019  -2.62607  0.3623
H  -2.60509  3.59368  -1.79472  0.4160
H  -3.10916  5.24756  -0.40609  0.3987
H  -3.74110  4.54847  1.08973  0.3871
H  -4.94195  6.58040  0.69584  0.3707
H  -6.01743  5.18955  0.49640  0.1698
H  -5.46380  5.45085  -1.93996  0.0974
H  -6.81433  7.27167  -2.45446  0.3793
H  -6.68509  7.83904  -0.79771  0.3885
H  -8.84109  6.94455  -1.13713  0.3431
H  -8.04361  5.82019  -0.05301  0.3448
H  -7.60817  3.72853  -0.72319  0.2709
H  -6.82326  3.86132  -2.31929  0.1521
H  -8.43539  3.16601  -2.18682  0.3130
C  5.72517  -4.73900  5.01642  -0.6966
O  5.04058  -4.61647  6.24888  -0.3407
C  5.20822  -3.36538  6.90293  -0.7933
C  3.94145  -2.53575  6.86720  -0.1600
N  3.64727  -2.05806  5.52419  -0.2886
C  2.32828  -1.45188  5.34975  -0.8341
C  1.08384  -2.28628  5.63886  -0.5137
O  0.84725  -3.32985  4.71457  -0.3705
C  1.57948  -4.51913  4.93344  -0.6385
H  5.69220  -5.78861  4.72910  0.2364
H  5.25439  -4.15357  4.22019  0.2951
H  6.77119  -4.43371  5.11079  0.3324
H  6.05075  -2.81363  6.47547  0.4144
H  5.44590  -3.58514  7.94800  0.3853
H  4.07171  -1.67171  7.52696  0.3323
H  3.13404  -3.15290  7.28389  0.1769
H  3.74292  -2.82148  4.86917  0.0971
H  2.26185  -1.12543  4.30922  0.4332
H  2.28469  -0.54915  5.96904  0.3712
H  0.22848  -1.61290  5.54352  0.3348
H  1.05822  -2.67343  6.66581  0.4155
H  1.73213  -4.71521  5.99826  0.3061
H  2.54637  -4.49689  4.42399  0.1869
H  1.00552  -5.34137  4.50550  0.3034

Cartesian forces (eV/Å) of the 2 atoms listed first:
0.048 -0.746 -0.148
-0.018 0.134 0.351